23
Properties=species:S:1:pos:R:3:forces:R:3 method="wB97M-V/def2-TZVPD" homo_energy_ev="-15.166 / -14.424" total_charge=+2 de_lowest_kj_mol=660.8 gap_ev="4.94 / 3.32"
C -2.7988 -2.4633 1.1515 2.8 3.3 -0.8
C -1.9298 -1.9704 2.1803 0.1 -1.3 0.8
C -2.6778 -1.9704 -0.1504 1.1 0.4 0.2
C -0.9771 -0.9936 1.9069 -0.6 0.1 0.9
C -1.6954 -1.0204 -0.4899 -2.1 -1.3 1.0
C -0.8942 -0.3731 0.6193 -2.1 -2.3 -2.4
C -0.3347 0.7367 0.2261 2.1 -0.8 -0.4
C 1.7265 1.8583 -0.6917 1.8 0.3 0.7
C 2.6259 0.7023 -1.1892 -0.7 3.1 -1.5
N 2.1469 -0.5467 -1.1568 -1.9 -0.9 0.1
N 0.3814 1.6926 -0.1961 -0.9 1.6 -0.3
N 2.1866 3.1339 -0.6194 -2.4 -2.0 0.2
H -3.5675 -3.1259 1.1994 -1.9 -2.1 1.4
H -2.0480 -2.5632 3.1488 0.7 1.5 -1.1
H -3.3990 -2.4514 -0.8233 0.8 0.7 -0.5
H -0.2606 -0.5068 2.5636 -0.4 -0.8 0.8
H -1.7600 -0.8009 -1.5363 0.9 1.0 -0.3
H 2.9341 1.2880 -2.1698 -0.4 -1.5 0.8
H 3.6071 0.7140 -0.7013 0.5 0.5 0.6
H 2.3242 -1.1181 -1.9798 0.6 0.0 0.2
H -0.2277 2.5426 -0.1673 1.0 0.0 -0.3
H 3.1531 3.3717 -0.5547 0.7 0.1 -0.4
H 1.4848 3.8639 -0.5696 0.5 0.3 0.3



107
Properties=species:S:1:pos:R:3:forces:R:3 method="wB97M-V/def2-TZVPD" homo_energy_ev=-4.069 total_charge=-1 de_lowest_kj_mol=33.1 gap_ev=6.08
Na 0.9302 -0.0600 0.0714 0.7 0.1 0.6
Br -5.1455 0.2119 4.9087 0.0 0.0 -0.1
C -3.8131 0.2838 3.5432 -0.1 0.1 -0.2
C -4.1606 0.7229 2.2524 0.2 -0.1 0.0
C -3.2079 0.7805 1.2675 0.0 0.1 0.1
C -1.8255 0.4520 1.4999 0.4 -0.1 -0.2
O -0.9632 0.5318 0.5684 -1.4 0.3 0.7
C -1.5120 0.0026 2.8375 0.2 -0.2 0.1
C -0.1801 -0.4541 3.2394 0.0 0.2 -0.1
N 0.9387 -0.1833 2.6693 0.3 -0.2 0.2
C 2.1402 -0.6722 3.2488 -0.3 0.1 -0.3
C 2.3434 -0.8336 4.5999 0.1 0.0 0.1
C 3.5581 -1.3523 5.1143 -0.1 0.1 -0.1
C 4.5829 -1.6972 4.2812 -0.1 0.0 0.0
C 4.4424 -1.4926 2.8846 0.0 0.0 -0.1
C 5.4776 -1.7859 1.9614 -0.1 0.0 0.1
C 5.3032 -1.5307 0.6359 0.0 0.0 -0.1
C 4.0836 -0.9548 0.2110 -0.3 0.1 0.1
N 3.0978 -0.6785 1.0303 0.3 -0.2 0.3
C 3.2436 -0.9558 2.3639 -0.2 0.2 -0.5
C -2.5270 -0.0899 3.8150 0.3 -0.1 -0.1
H -5.1869 0.9877 2.0363 0.0 0.0 0.0
H -3.4681 1.0880 0.2577 0.0 0.0 0.1
H -0.1807 -1.1046 4.1240 -0.1 0.0 0.1
H 1.5605 -0.5385 5.2902 0.1 -0.1 0.0
H 3.6678 -1.4717 6.1869 0.0 0.0 -0.1
H 5.5118 -2.1065 4.6695 -0.1 0.0 0.0
H 6.4018 -2.2134 2.3310 0.0 0.0 0.0
H 6.0772 -1.7533 -0.0885 0.0 0.0 0.0
H 3.9087 -0.7276 -0.8450 0.0 0.0 0.3
H -2.2714 -0.4508 4.8070 0.0 0.0 -0.1
C -1.9529 -12.0230 -4.9265 0.0 0.0 -0.1
O -1.6190 -11.1443 -5.9855 -0.1 -0.4 0.2
C -1.2397 -9.8878 -5.6147 0.0 0.2 0.1
C -1.2550 -9.4375 -4.3023 0.0 0.3 0.2
C -0.8658 -8.1299 -4.0102 0.0 -0.1 0.0
C -0.4562 -7.2559 -5.0128 0.0 -0.3 -0.5
C -0.4508 -7.7331 -6.3285 0.0 0.1 0.0
C -0.8345 -9.0315 -6.6311 0.1 0.2 -0.2
N -0.0311 -5.9016 -4.8093 -0.1 -0.9 -1.8
N -0.0413 -5.6037 -3.6218 0.2 1.0 2.2
C 0.3580 -4.3352 -3.2323 0.0 0.2 0.2
C 0.7577 -3.3106 -4.1046 -0.1 -0.3 0.2
C 1.1413 -2.0672 -3.6617 0.0 0.0 0.2
C 1.1653 -1.7210 -2.2741 0.1 0.1 0.0
O 1.4990 -0.5786 -1.8642 0.1 -0.6 -0.9
C 0.7713 -2.7983 -1.3349 0.1 0.2 0.2
N 0.8296 -2.5000 -0.0028 -0.3 -0.3 -0.4
C 0.4600 -3.4102 0.8702 0.2 0.2 -0.2
C 0.0072 -4.6847 0.4854 0.0 -0.1 0.0
C -0.0395 -5.0037 -0.8441 0.0 0.0 0.0
C 0.3604 -4.0579 -1.8173 0.0 -0.1 -0.2
H -2.1556 -12.9898 -5.3746 0.0 -0.1 -0.1
H -2.8432 -11.6901 -4.3857 0.0 0.0 0.0
H -1.1294 -12.1223 -4.2150 0.0 0.0 0.0
H -1.5798 -10.0876 -3.4968 0.1 0.2 -0.1
H -0.8818 -7.7740 -2.9883 0.0 0.0 0.0
H -0.1343 -7.0475 -7.1134 -0.1 -0.2 0.1
H -0.8346 -9.4004 -7.6544 0.0 0.1 0.2
H 0.7447 -3.5320 -5.1632 0.0 0.0 -0.1
H 1.4251 -1.2890 -4.3601 0.0 0.0 0.0
H 0.5281 -3.1375 1.9249 0.0 0.0 -0.2
H -0.3080 -5.3953 1.2418 0.0 0.0 0.0
H -0.3821 -5.9733 -1.1791 0.0 0.0 0.0
C -1.8470 5.9752 3.8243 0.0 0.0 0.1
C -1.1541 6.7404 2.6790 -0.1 0.0 0.1
C -2.2188 7.5659 1.9476 -0.1 0.1 -0.1
C -0.1235 7.6996 3.2930 0.0 0.2 0.1
C -0.4791 5.7399 1.6860 0.1 -0.2 -0.2
O -1.4501 4.7310 1.3855 -0.1 0.4 0.0
C 0.0957 6.4698 0.4294 -0.2 -0.2 0.1
C -0.7836 6.6577 -0.8308 0.0 -0.3 0.1
C -1.1046 5.3986 -1.6216 0.0 0.0 0.1
C -2.4128 5.0979 -2.0009 0.0 -0.1 0.1
C -2.7104 3.9341 -2.7042 0.0 0.1 0.1
C -1.6887 3.0603 -3.0374 -0.1 -0.1 -0.1
Cl -2.0594 1.5938 -3.8953 0.0 0.1 0.1
C -0.3786 3.3360 -2.6876 0.2 0.1 0.1
C -0.0994 4.5079 -1.9912 0.2 -0.2 0.0
C 0.6296 4.9984 2.4701 0.3 -0.3 -0.4
N 1.3406 3.9692 1.7095 -0.2 0.5 0.0
C 0.8537 2.8376 1.1747 -0.1 0.1 -0.2
N 1.7962 2.2264 0.4778 0.3 0.3 0.3
C 2.8830 3.0285 0.6665 -0.1 0.1 -0.3
N 2.6607 4.1165 1.3850 -0.5 -0.4 -0.1
H -2.4710 6.6702 4.4007 0.1 -0.1 -0.1
H -1.1213 5.5366 4.5216 -0.2 0.1 -0.1
H -2.4852 5.1747 3.4439 0.1 0.1 0.0
H -2.7826 8.1620 2.6769 0.1 -0.1 -0.1
H -2.9282 6.9149 1.4204 0.2 0.1 0.1
H -1.7700 8.2633 1.2278 -0.1 -0.1 0.2
H -0.6507 8.4874 3.8464 0.1 -0.1 -0.1
H 0.5018 8.1930 2.5375 -0.1 -0.1 0.2
H 0.5388 7.1909 4.0043 -0.1 0.1 -0.1
H -1.5256 4.5716 0.4419 0.1 0.0 -0.2
H 1.0152 5.9813 0.1112 0.1 -0.2 0.1
H 0.4030 7.4643 0.7571 0.0 -0.1 -0.1
H -0.2303 7.3247 -1.4958 0.1 0.1 0.0
H -1.7114 7.1744 -0.5901 0.0 -0.1 0.0
H -3.2199 5.7679 -1.7114 0.1 -0.1 -0.1
H -3.7315 3.6962 -2.9786 0.1 0.0 0.0
H 0.4129 2.6304 -2.9302 -0.2 0.1 0.1
H 0.9335 4.7099 -1.7142 -0.1 -0.1 0.0
H 0.1544 4.5132 3.3177 0.0 0.0 0.0
H 1.3887 5.6807 2.8314 0.2 0.0 0.0
H -0.1753 2.4920 1.2956 0.5 0.1 -0.1
H 3.8648 2.8157 0.2404 -0.4 0.1 0.2



13
Properties=species:S:1:pos:R:3:forces:R:3 method="wB97M-V/def2-TZVPD" homo_energy_ev=-9.688 total_charge=0 de_lowest_kj_mol=214.6 gap_ev=10.61
C 1.9674 -0.3111 -0.0096 0.8 -0.7 -0.2
C 0.6577 0.3778 -0.0057 -1.3 0.8 -0.6
C -0.6536 -0.3042 -0.3781 2.0 -1.1 -0.5
C -1.7179 -0.1467 0.6001 -2.8 -1.7 1.7
H 2.2187 -0.4169 -1.0660 -0.1 -0.2 -0.3
H 2.7783 0.3858 0.3372 -0.9 -1.0 0.4
H 1.9218 -1.3702 0.3686 0.3 1.2 0.1
H -0.4614 -1.2481 -0.9428 -0.8 0.8 0.3
H -1.5594 0.3312 1.5959 0.1 -0.3 -1.0
H -2.5263 -1.0096 0.6190 1.7 1.8 0.2
H -1.4209 1.5540 -0.6306 -0.4 -0.8 0.6
N -1.7911 0.5825 -0.6253 0.8 0.4 -1.1
O 0.5866 1.5755 0.1374 0.5 0.7 0.5



119
Properties=species:S:1:pos:R:3:forces:R:3 method="wB97M-V/def2-TZVPD" multiplicity=2 homo_energy_ev="-11.482 / -11.483" s2=0.753 total_charge=+2 de_lowest_kj_mol=190.6 gap_ev="6.14 / 5.49"
Pb -2.4254 0.6848 -0.4622 -0.4 -0.8 0.0
C -3.5311 5.0727 0.7541 0.0 -0.5 0.4
C -2.8492 3.8823 0.5286 1.4 -0.3 -1.2
N -3.0334 3.1469 -0.5822 -0.9 0.7 0.8
C -3.9073 3.6077 -1.5222 -0.1 0.2 0.0
C -4.5612 4.8876 -1.4373 1.5 -1.9 3.4
C -4.4672 5.5008 -0.1633 0.5 0.0 0.0
C -5.3532 5.4186 -2.4272 -0.3 0.1 -2.6
C -5.4821 4.6995 -3.5746 -1.3 1.5 0.1
C -5.1074 3.3458 -3.6617 0.3 -1.3 0.3
C -5.6448 2.5491 -4.6901 2.7 -1.6 0.7
C -5.0337 1.2590 -4.8049 -1.4 1.5 -0.8
C -4.1619 0.8101 -3.8490 -0.1 1.4 1.6
N -3.8708 1.4934 -2.6999 0.5 -1.7 -1.5
C -4.2428 2.7379 -2.6399 -1.9 2.3 -1.1
H -3.2836 5.5082 1.7142 -0.6 0.5 -0.1
H -2.0099 3.5577 1.1878 -1.2 0.1 -0.4
H -5.1756 6.2773 0.0751 0.2 0.5 0.0
H -5.6973 6.4379 -2.3638 -0.2 0.1 0.1
H -6.0154 5.1345 -4.4286 0.1 -0.2 0.4
H -6.3184 2.9359 -5.4316 -0.2 0.1 -0.1
H -5.2407 0.6306 -5.6693 0.0 0.1 0.2
H -3.6769 -0.1126 -4.0067 0.4 -1.1 0.2
C 2.3179 -2.3838 4.1114 -0.1 -1.1 -1.0
O 1.6522 -2.4376 2.7234 0.4 0.0 1.6
C 0.3292 -2.6300 2.6397 0.5 -1.0 1.1
O -0.1710 -3.2979 1.7120 0.8 0.2 -1.5
N -0.4766 -2.2544 3.6242 -0.5 0.6 0.2
N -1.8867 -2.3329 3.5031 0.6 -0.3 0.1
H 3.3706 -2.1502 3.9551 -0.3 0.1 -0.5
H 2.2911 -3.3857 4.6036 -0.4 0.7 -0.6
H 1.9031 -1.6327 4.7569 -0.5 0.4 0.0
H -0.1807 -1.7467 4.4408 0.2 0.1 -0.2
H -2.1383 -3.2993 3.7028 -0.2 0.2 -0.2
H -2.1307 -2.1009 2.5390 -0.1 -0.1 0.3
N -7.6744 -3.6044 3.4016 0.1 -0.1 0.1
C -6.8095 -2.9741 2.9862 0.9 1.0 -0.6
C -5.7963 -2.0937 2.3412 -1.4 -1.3 0.3
C -4.9729 -1.2849 3.0878 0.4 1.4 -1.8
C -4.1139 -0.3828 2.3445 -0.8 -2.3 1.9
C -3.9808 -0.5190 0.9809 0.9 2.2 -0.5
C -4.8876 -1.2792 0.2819 -0.6 -1.0 0.8
C -5.7992 -2.0736 0.9427 0.0 -0.1 0.3
H -5.1161 -1.3057 4.1477 0.4 0.3 0.5
H -3.4770 0.2163 2.9566 0.4 0.6 0.0
H -4.9084 -1.3000 -0.7678 0.1 0.0 -1.4
H -6.5201 -2.6825 0.4245 -0.1 -0.1 -0.2
C 2.5909 6.6879 -2.1173 0.5 0.5 1.5
As 3.6237 5.1476 -1.6186 0.4 -2.7 -1.5
C 3.6246 4.7594 0.2661 0.0 0.4 0.0
C 5.4712 4.9545 -2.3933 -1.4 2.7 -0.8
S 2.3818 3.5098 -2.6286 0.3 1.2 0.7
H 1.9012 6.4018 -2.8851 -0.1 0.1 -0.6
H 3.2426 7.5419 -2.2879 0.0 -0.1 -0.7
H 2.0418 6.9870 -1.2214 -0.2 -0.3 0.0
H 3.3892 5.6942 0.7849 0.0 -0.4 0.2
H 4.5791 4.3584 0.5778 0.4 0.2 0.0
H 2.9063 3.9677 0.4515 -0.4 0.2 -0.1
H 5.9278 5.9886 -2.5452 -0.4 -1.4 0.6
H 5.3206 4.5573 -3.3921 -0.1 -0.2 0.0
H 6.0214 4.3000 -1.7767 0.7 -0.6 0.7
C -1.3455 -4.6601 -2.3794 0.7 0.5 -1.1
Si -0.7963 -5.5230 -0.7948 -1.5 1.3 0.7
C -0.0673 -7.1559 -1.1245 1.7 -0.7 0.2
C -2.2516 -5.7028 0.4545 0.5 0.4 0.4
Ge 0.8084 -3.8317 -0.1380 0.0 0.0 1.3
Si 2.8726 -4.8795 0.6001 1.5 0.4 -0.5
C 3.2758 -5.9425 -0.9205 -0.2 0.3 -0.6
C 2.3923 -5.9384 2.0231 0.9 -2.3 -0.7
C 4.4338 -3.8151 1.1228 -1.8 0.4 -2.2
Si 3.0640 1.4048 -3.0695 -0.4 0.4 -1.0
C 2.9168 1.4646 -4.9799 0.3 -0.9 1.7
C 1.7808 0.3506 -2.2115 0.0 -0.2 -0.9
C 4.7821 0.9787 -2.5628 0.5 -1.0 -0.1
H -1.9869 -3.7494 -2.3515 0.3 -0.7 0.5
H -1.8720 -5.4197 -2.9526 -0.2 0.0 -0.3
H -0.4599 -4.3340 -3.0281 -0.9 -0.6 0.9
H -0.8057 -7.8292 -1.5129 -0.7 -0.3 -0.4
H 0.3047 -7.6933 -0.2089 0.0 0.7 -0.8
H 0.7276 -7.0581 -1.9005 -0.4 -0.3 0.7
H -2.2331 -5.0392 1.3653 0.1 -0.6 -1.0
H -2.3342 -6.7478 0.8108 0.0 0.5 -0.3
H -3.1450 -5.4524 -0.1291 0.0 -0.1 0.2
H 3.1181 -7.0261 -0.7880 0.1 0.5 0.0
H 4.2965 -5.7397 -1.2150 0.7 -0.3 0.3
H 2.8014 -5.6335 -1.8667 -0.5 -0.1 0.4
H 1.5973 -5.5300 2.5378 -1.7 1.1 1.5
H 3.2603 -6.0592 2.6889 -0.3 0.0 -0.1
H 2.0202 -6.9666 1.7357 0.6 1.0 0.1
H 4.5886 -3.0433 0.2835 0.1 -1.1 1.4
H 5.2744 -4.4945 1.2038 0.2 0.1 0.1
H 4.1699 -3.3069 2.0414 0.3 0.1 0.2
H 3.6670 2.1457 -5.3620 0.1 -0.1 -0.3
H 1.9324 1.7479 -5.2858 -0.6 0.4 -0.2
H 3.0538 0.4170 -5.2897 0.3 0.4 -0.3
H 0.7294 0.5553 -2.4766 0.5 0.2 0.3
H 1.9486 0.3904 -1.1516 -0.3 0.2 0.6
H 1.9625 -0.6937 -2.4933 0.1 0.0 -0.1
H 5.1516 0.1873 -3.2750 -0.4 0.5 0.8
H 4.8554 0.6077 -1.5302 -0.1 0.0 -0.3
H 5.5028 1.7695 -2.6673 0.2 0.6 -0.1
O -1.4642 1.5344 1.8170 0.4 -0.1 -0.4
C -0.3649 1.0418 1.4680 -0.1 -0.6 -0.9
O -0.2181 0.1800 0.5304 0.2 0.7 1.5
C 0.8959 1.5012 2.1374 1.5 -0.8 1.7
C 0.8772 2.2949 3.3325 -1.0 -0.4 -0.8
C 2.0121 2.5855 4.0797 0.1 -0.3 -1.1
C 3.2777 2.1858 3.6072 -0.5 -0.5 0.0
C 3.2443 1.3363 2.4963 -0.6 -0.3 -1.5
C 2.1015 0.8667 1.7869 -0.2 1.7 1.6
N 4.5164 0.9924 1.8544 2.3 -3.9 0.2
O 5.4632 1.6626 2.2021 -0.2 0.3 -0.8
O 4.6800 -0.1121 1.1801 -1.5 3.7 1.6
N 1.9794 3.3575 5.3324 0.8 1.7 1.9
O 1.0126 4.0872 5.6314 1.8 -2.0 -1.1
O 3.0415 3.2865 5.9982 -2.4 0.1 -1.2
H -0.1411 2.5556 3.6258 0.4 0.4 0.3
H 4.2101 2.4510 4.1408 -0.8 -0.2 -0.6
H 2.1281 0.0523 1.0782 0.2 0.3 -0.2



13
Properties=species:S:1:pos:R:3:forces:R:3 method="wB97M-V/def2-TZVPD" homo_energy_ev=-8.386 total_charge=0 de_lowest_kj_mol=34.7 gap_ev=9.10
C -2.4684 0.2104 -0.2715 0.1 -2.5 0.1
C -0.0325 -0.0051 -0.0523 -0.2 0.0 0.2
C 2.7549 -0.2549 0.1977 -0.5 0.2 -0.6
H -2.2903 -0.5063 -1.1119 -0.3 0.6 0.8
H -3.0831 -0.2461 0.4930 -1.1 -0.2 -0.4
H -2.9217 1.0960 -0.6406 0.0 1.1 -0.2
H -1.3338 0.8005 1.3171 0.4 0.7 1.4
H 2.8283 0.1619 -0.8261 -0.4 -0.6 0.4
H 2.6333 -1.3526 0.2370 0.4 0.7 -0.3
H 3.6804 0.0933 0.6516 -0.2 -0.1 0.7
N -1.2478 0.3268 0.4681 1.6 -0.1 -2.2
S 0.1873 -0.7873 -1.5031 0.0 0.3 0.5
S 1.2935 0.4634 1.0411 0.4 -0.1 -0.4



13
Properties=species:S:1:pos:R:3:forces:R:3 method="wB97M-V/def2-TZVPD" homo_energy_ev=-8.286 total_charge=0 de_lowest_kj_mol=410.0 gap_ev=8.64
C -1.0560 -0.9721 -1.1590 -4.6 0.3 -1.5
C 0.1661 -0.7314 -0.8240 -0.1 0.3 3.2
C 1.1233 -0.6285 1.5010 2.8 -2.7 3.3
C -0.4208 1.9078 -0.0060 0.9 -0.1 -0.8
H -2.1528 -0.7844 -0.7105 3.2 -0.1 -0.5
H -1.1050 -1.2787 -2.1991 -0.4 -0.6 0.1
H 0.9392 -1.1902 -1.3342 1.8 -0.3 -1.1
H 1.4975 0.1705 2.3233 -1.4 -1.7 -2.4
H -0.5930 1.8875 -1.1030 0.0 -1.1 0.7
H -0.5924 2.8767 0.3607 -0.3 1.1 0.9
N 0.4763 -0.1399 0.4348 1.1 -0.1 1.3
N 0.1682 1.1122 0.8046 -2.1 2.8 -1.8
S 1.5495 -2.2297 1.9114 -0.8 2.1 -1.2



13
Properties=species:S:1:pos:R:3:forces:R:3 method="wB97M-V/def2-TZVPD" homo_energy_ev=-6.080 total_charge=0 de_lowest_kj_mol=240.9 gap_ev=5.81
C -0.2231 -0.0893 2.3565 0.3 0.1 3.6
S 1.3602 -0.3111 1.5912 0.6 0.3 -1.9
H -0.4792 -1.0245 2.9038 0.0 0.4 -0.4
H -0.0111 0.6526 3.2234 -0.9 -0.9 -1.4
H -1.1266 0.1926 1.8478 -0.2 0.4 -0.7
C -0.4764 -0.4188 -1.5385 -2.2 0.1 1.3
N 0.6489 0.5230 -1.4784 0.8 1.5 -0.3
H -1.4056 0.0771 -1.0524 1.7 -0.8 -0.7
H -0.7330 -0.6473 -2.5587 0.1 0.0 -0.5
H -0.2575 -1.3385 -1.0093 0.2 0.1 0.3
H 0.7303 1.0036 -0.5326 0.3 -1.4 0.2
H 0.3546 1.3229 -2.1064 1.3 -1.1 0.2
H 1.6186 0.0577 -1.6465 -2.1 1.2 0.2



14
Properties=species:S:1:pos:R:3:forces:R:3 method="wB97M-V/def2-TZVPD" homo_energy_ev=-15.433 total_charge=+1 de_lowest_kj_mol=369.2 gap_ev=10.11
C 0.5911 0.1996 0.0239 -2.4 -1.7 -0.3
C -0.1502 -0.9625 -0.6919 0.5 0.9 -0.8
C -1.7564 0.6359 0.0979 -2.3 0.6 -1.2
C -1.2638 -0.7031 0.2628 -0.4 -0.8 2.5
C 2.0196 0.4860 0.1724 -0.6 -3.0 1.3
N -0.4386 0.7942 0.6749 3.0 0.3 0.0
H -0.3953 -0.7332 -1.7355 -0.1 0.2 0.1
H 0.1470 -1.9823 -0.6993 1.2 -0.6 0.3
H -2.0068 1.1189 -0.9088 1.0 -1.0 1.1
H -2.4604 1.0259 0.8070 -0.4 -0.2 0.4
H -1.4502 -1.4236 1.2240 0.4 2.1 -2.5
H 2.5500 0.3030 -0.7301 0.4 -0.3 -0.8
H 2.4483 -0.1927 0.9911 -0.6 0.6 -1.1
H 2.1659 1.4339 0.5116 0.4 2.9 0.9



Number 1: strongest force on any atom 0.0861 Eh/bohr. Number 2: strongest force on any atom 0.0477 Eh/bohr. Number 3: strongest force on any atom 0.0719 Eh/bohr. Number 4: strongest force on any atom 0.0878 Eh/bohr. Number 5: strongest force on any atom 0.0531 Eh/bohr. Number 6: strongest force on any atom 0.0987 Eh/bohr. Number 7: strongest force on any atom 0.0704 Eh/bohr. Number 8: strongest force on any atom 0.0647 Eh/bohr.